Computed, not measured: 15 unconnected molecules or ions with the total composition C31H79BN3O22 in a non-equilibrium geometry, with wB97M-V/def2-TZVPD.

```
136
C31H79BN3O22 wB97M-V/def2-TZVPD
O -3.101 -0.709 0.461
C -2.281 -1.571 0.407
O -1.146 -1.579 1.092
B -0.332 -2.721 0.652
O -1.219 -3.520 -0.214
C -2.306 -2.817 -0.512
O -3.152 -3.091 -1.310
O 0.138 -3.510 1.820
C 1.462 -3.596 1.804
O 2.161 -4.214 2.545
C 1.957 -2.687 0.662
O 0.904 -2.290 -0.036
O 3.085 -2.322 0.494
C -3.925 -1.845 -7.317
C -4.449 -0.841 -6.294
C -5.202 -1.577 -5.184
C -5.260 -0.847 -3.860
C -3.860 -0.425 -3.448
C -3.093 0.429 -4.444
N -3.230 -0.154 -5.781
O -2.687 0.716 -6.747
C -3.580 1.898 -4.361
C -1.615 0.389 -4.071
C -5.416 0.144 -6.985
H -4.688 -2.555 -7.652
H -3.072 -2.418 -6.956
H -3.598 -1.306 -8.211
H -6.225 -1.774 -5.530
H -4.818 -2.599 -5.101
H -5.626 -1.486 -3.053
H -5.927 0.021 -3.895
H -3.267 -1.289 -3.120
H -3.911 0.090 -2.478
H -2.811 2.580 -4.723
H -4.488 2.061 -4.955
H -3.885 2.139 -3.344
H -1.415 0.986 -3.176
H -1.237 -0.620 -3.915
H -1.040 0.888 -4.857
H -5.851 0.755 -6.187
H -6.221 -0.384 -7.492
H -4.909 0.798 -7.689
H -3.255 1.502 -6.748
C 3.695 -0.699 3.492
C 4.167 0.745 3.476
C 2.989 1.569 4.064
C 3.383 2.936 4.597
C 4.503 2.726 5.633
C 5.750 2.086 5.036
N 5.342 0.902 4.306
O 6.389 0.046 3.938
C 6.508 3.070 4.141
C 6.644 1.635 6.221
C 4.368 1.231 2.036
H 3.594 -1.121 4.496
H 4.448 -1.381 3.081
H 2.761 -0.845 2.952
H 2.312 1.719 3.219
H 2.445 1.043 4.847
H 2.554 3.431 5.108
H 3.739 3.631 3.830
H 4.079 2.052 6.382
H 4.803 3.680 6.070
H 5.849 3.334 3.305
H 6.664 4.050 4.602
H 7.432 2.679 3.720
H 7.698 1.823 6.013
H 6.433 2.253 7.099
H 6.420 0.605 6.477
H 4.453 2.316 1.969
H 3.521 0.966 1.388
H 5.175 0.728 1.492
H 6.874 0.492 3.226
C 0.491 5.737 0.185
C -0.060 4.656 1.132
C -1.570 4.758 1.275
C -2.299 4.272 0.008
C -1.859 2.878 -0.414
C -0.345 2.612 -0.434
N 0.281 3.308 0.707
O 1.670 3.043 0.694
C -0.185 1.120 -0.120
C 0.273 2.965 -1.766
C 0.561 4.893 2.512
H 0.076 6.731 0.387
H 0.215 5.475 -0.834
H 1.568 5.854 0.296
H -1.940 4.154 2.108
H -1.796 5.819 1.401
H -1.911 4.946 -0.773
H -3.375 4.424 0.028
H -2.193 2.792 -1.461
H -2.431 2.072 0.052
H 0.835 0.746 -0.234
H -0.545 0.899 0.878
H -0.775 0.550 -0.848
H 1.366 3.043 -1.723
H 0.182 2.181 -2.525
H -0.067 3.887 -2.242
H -0.007 4.364 3.281
H 0.559 5.959 2.756
H 1.614 4.617 2.560
H 1.855 2.781 1.602
O -1.171 -5.291 3.930
H -0.667 -4.643 3.425
H -2.038 -5.294 3.513
O 5.094 -4.001 1.816
H 4.525 -3.220 1.841
H 5.940 -3.681 1.491
O -1.749 -4.134 -3.816
H -1.088 -3.491 -3.523
H -2.583 -3.751 -3.529
O -6.013 -1.616 1.570
H -6.857 -1.166 1.648
H -5.363 -0.962 1.865
O -5.928 -3.640 -1.169
H -5.499 -3.919 -0.357
H -5.219 -3.237 -1.680
O 0.765 -2.909 -3.031
H 0.963 -2.038 -2.671
H 0.704 -3.477 -2.255
O 3.820 -5.994 0.098
H 4.076 -5.544 0.916
H 3.410 -5.298 -0.422
O 2.964 -6.484 4.003
H 2.522 -5.801 3.479
H 3.874 -6.181 4.051
O -4.791 0.907 2.194
H -4.802 1.117 1.255
H -3.853 0.852 2.406
O 5.418 -3.262 -1.530
H 4.927 -2.890 -0.789
H 4.975 -4.096 -1.710
O -3.045 -5.775 1.003
H -2.746 -6.092 0.145
H -3.349 -4.881 0.833
```

Properties
Net charge: -1
Orbital gap, eV: 8.617